# 1
Computed, not measured: a 2-piece molecular cluster, C4H12S overall, with wB97M-V/def2-TZVPD.

Last column: Löwdin charge in e.
Positions of all 17 atoms, in Å:
C  -0.956  2.215  -2.029  -0.3191
S  -2.679  2.174  -1.084  0.6927
C  -2.612  0.440  -0.452  -0.4194
H  -0.292  2.601  -1.310  -0.0085
H  -0.615  1.307  -2.477  0.0233
H  -1.054  3.067  -2.711  0.0212
H  -3.398  -0.106  -0.168  -0.0209
H  -2.307  0.532  0.624  0.0403
H  -1.830  -0.096  -0.834  -0.0104
C  2.222  -1.973  0.762  -0.1570
C  1.791  -1.072  1.861  -0.1595
H  1.338  -2.471  0.376  0.0716
H  2.420  -1.292  -0.028  0.0556
H  3.047  -2.498  1.087  0.0449
H  0.699  -1.129  1.821  0.0769
H  2.162  -0.169  1.796  0.0127
H  2.066  -1.528  2.766  0.0555

Results
* structure (SMILES): CSC.CC
* E_HOMO: -0.3112 Eh
* net charge: 0
* max |F|: 5.45 eV Å⁻¹
* gap between HOMO and LUMO: 0.34208 Ha



# 2
Computed, not measured: a 2-piece molecular cluster, C4H12S overall, with wB97M-V/def2-TZVPD.

Last column: Löwdin charge in e.
Positions of all 17 atoms, in Å:
C  0.307  -1.335  -1.525  -0.4022
S  0.510  -2.362  -0.028  0.7131
C  -0.971  -2.394  1.137  -0.3809
H  1.101  -1.793  -2.198  0.0599
H  -0.703  -1.549  -1.874  0.0324
H  0.380  -0.333  -1.356  -0.0552
H  -0.750  -2.571  2.110  -0.0180
H  -1.784  -3.082  0.764  0.0501
H  -1.618  -1.584  1.185  -0.0063
C  0.580  2.400  -0.561  -0.1407
C  0.284  1.860  0.901  -0.1677
H  -0.424  2.689  -0.938  0.0729
H  1.142  3.279  -0.518  0.0339
H  1.030  1.581  -1.082  0.0264
H  1.102  1.123  1.208  0.0718
H  -0.682  1.387  1.152  0.0536
H  0.497  2.685  1.623  0.0570

Results
* structure (SMILES): CSC.CC
* E_HOMO: -0.3115 Eh
* net charge: 0
* max |F|: 4.92 eV Å⁻¹
* gap between HOMO and LUMO: 0.34702 Ha



# 3
Computed, not measured: a 2-piece molecular cluster, C4H12S overall, with wB97M-V/def2-TZVPD.

Last column: Löwdin charge in e.
Positions of all 17 atoms, in Å:
C  3.989  1.819  -0.670  -0.1391
C  2.737  0.986  -0.667  -0.3245
C  3.037  -0.507  -0.369  -0.1193
H  4.428  1.885  0.327  0.0757
H  3.814  2.861  -0.953  0.0673
H  4.721  1.439  -1.369  0.0658
H  2.139  1.013  -1.577  0.0930
H  2.039  1.329  0.087  0.0899
H  4.113  -0.671  -0.486  0.0608
H  2.797  -0.761  0.672  0.0655
H  2.476  -1.187  -1.023  0.0649
C  -6.292  -1.378  1.424  -0.5103
S  -5.530  -0.594  -0.011  0.6168
H  -7.199  -0.829  1.622  0.0099
H  -6.524  -2.439  1.329  0.0336
H  -5.657  -1.279  2.306  0.0196
H  -5.088  -1.688  -0.641  -0.1696

Results
* structure (SMILES): CCC.CS
* E_HOMO: -0.3329 Eh
* net charge: 0
* max |F|: 1.38 eV Å⁻¹
* gap between HOMO and LUMO: 0.37009 Ha



# 4
Computed, not measured: a 2-piece molecular cluster, C4H12S overall, with wB97M-V/def2-TZVPD.

Last column: Löwdin charge in e.
Positions of all 17 atoms, in Å:
C  -1.997  0.035  -0.996  -0.1372
C  -1.133  1.228  -0.591  -0.3304
C  -1.817  2.624  -0.694  -0.1145
H  -3.035  -0.049  -0.643  0.0696
H  -1.549  -0.892  -0.657  0.0387
H  -2.252  -0.067  -2.066  0.0719
H  -0.176  1.349  -1.115  0.0919
H  -0.872  1.041  0.454  0.0819
H  -1.142  3.462  -0.494  0.0658
H  -2.271  2.724  -1.665  0.0584
H  -2.545  2.495  0.123  0.0713
C  1.764  -1.006  1.902  -0.4587
S  1.578  -1.396  0.116  0.6122
H  0.884  -0.458  2.226  0.0152
H  1.903  -1.860  2.549  0.0260
H  2.585  -0.293  1.935  0.0129
H  2.320  -2.495  -0.081  -0.1750

Results
* structure (SMILES): CCC.CS
* E_HOMO: -0.3328 Eh
* net charge: 0
* max |F|: 2.14 eV Å⁻¹
* gap between HOMO and LUMO: 0.36473 Ha



# 5
Computed, not measured: a 2-piece molecular cluster, C4H12S overall, with wB97M-V/def2-TZVPD.

Last column: Löwdin charge in e.
Positions of all 17 atoms, in Å:
C  -0.940  -1.454  -0.697  -0.2800
C  0.252  0.211  -2.763  -0.1831
S  -1.025  0.330  -1.250  1.0421
H  -0.892  -1.786  -1.732  0.0238
H  -0.332  -1.897  0.043  0.0465
H  -1.949  -1.842  -0.248  0.1125
H  1.020  -0.309  -2.153  0.0580
H  0.305  1.217  -3.197  0.0533
H  -0.242  -0.473  -3.564  0.1002
C  0.310  1.362  1.547  -0.1554
C  0.656  0.161  2.434  -0.1347
H  -0.330  0.961  0.753  -0.0529
H  -0.236  2.162  2.036  0.0854
H  1.147  1.771  1.012  0.0697
H  1.224  0.530  3.252  0.0635
H  1.333  -0.521  1.939  0.0572
H  -0.302  -0.422  2.588  0.0940

Results
* spin multiplicity: 2
* <S²>: 0.75
* E_HOMO (spin up / spin down): -0.5592 / -0.5678 Eh
* net charge: +1
* max |F|: 3.89 eV Å⁻¹
* gap between HOMO and LUMO (spin up / spin down): 0.41576 / 0.26735 Ha



# 6
Computed, not measured: a 2-piece molecular cluster, C4H12S2 overall, with wB97M-V/def2-TZVPD.

Last column: Löwdin charge in e.
Positions of all 18 atoms, in Å:
C  2.836  -0.775  0.083  -0.4998
S  2.018  0.479  -0.912  0.6725
C  1.355  1.647  0.428  -0.3653
H  3.829  -1.169  -0.288  0.0366
H  3.292  -0.216  1.086  0.0887
H  2.092  -1.570  0.439  0.0408
H  0.905  0.828  0.918  -0.0525
H  0.566  2.366  0.156  0.0464
H  2.076  2.134  1.054  0.0257
C  -1.847  0.185  0.942  -0.4243
S  -2.420  0.672  -0.740  0.6472
C  -2.365  -1.009  -1.585  -0.3946
H  -2.540  -0.611  1.231  0.0275
H  -0.797  -0.162  0.780  0.0025
H  -1.861  1.151  1.522  0.0491
H  -2.408  -0.888  -2.685  0.0299
H  -3.290  -1.584  -1.285  0.0368
H  -1.441  -1.476  -1.145  0.0327

Results
* structure (SMILES): CSC.CSC
* E_HOMO: -0.3079 Eh
* net charge: 0
* max |F|: 3.96 eV Å⁻¹
* gap between HOMO and LUMO: 0.34002 Ha



# 7
Computed, not measured: a 2-piece molecular cluster, C4H12S2 overall, with wB97M-V/def2-TZVPD.

Last column: Löwdin charge in e.
Positions of all 18 atoms, in Å:
C  0.050  -2.100  -0.710  -0.1587
C  1.137  -1.728  -1.639  -0.3797
S  2.169  -0.116  -0.961  0.8624
H  -0.717  -2.502  -1.277  0.0630
H  0.355  -2.808  0.067  0.1047
H  -0.462  -1.177  -0.388  0.0244
H  0.905  -1.651  -2.677  0.0776
H  1.922  -2.470  -1.540  0.0671
H  1.761  0.727  -1.982  -0.0945
C  -0.111  0.947  1.905  -0.1419
C  -1.179  1.873  1.270  -0.5435
S  -1.715  1.396  -0.377  0.9117
H  -0.394  -0.093  1.980  0.0644
H  0.869  0.883  1.342  0.0373
H  0.219  1.426  2.843  0.0898
H  -0.885  2.892  1.308  0.0715
H  -2.126  1.950  1.777  0.0740
H  -1.798  2.550  -0.941  -0.1296

Results
* spin multiplicity: 2
* <S²>: 0.76
* E_HOMO (spin up / spin down): -0.5281 / -0.4677 Eh
* net charge: +1
* max |F|: 2.82 eV Å⁻¹
* gap between HOMO and LUMO (spin up / spin down): 0.41019 / 0.15030 Ha



# 8
Computed, not measured: a 2-piece molecular cluster, C4H12S2 overall, with wB97M-V/def2-TZVPD.

Last column: Löwdin charge in e.
Positions of all 18 atoms, in Å:
C  -3.354  -1.399  1.950  -0.1468
C  -2.079  -1.193  1.079  -0.4664
S  -0.566  -0.745  2.157  0.9061
H  -4.260  -1.332  1.263  0.1102
H  -3.260  -2.346  2.373  0.0461
H  -3.547  -0.572  2.672  0.0871
H  -2.161  -0.270  0.601  0.0261
H  -2.124  -2.059  0.431  0.0922
H  0.207  -0.552  1.156  -0.2082
C  3.117  0.504  -1.504  -0.1598
C  2.341  1.799  -1.727  -0.5764
S  0.557  1.589  -1.698  0.9347
H  2.863  -0.023  -0.567  0.0729
H  2.693  -0.312  -2.243  0.1145
H  4.138  0.675  -1.760  0.0717
H  2.469  2.073  -2.836  0.1070
H  2.649  2.562  -0.978  0.0999
H  0.318  1.601  -0.370  -0.1109

Results
* spin multiplicity: 2
* <S²>: 0.76
* E_HOMO (spin up / spin down): -0.5384 / -0.4532 Eh
* net charge: +1
* max |F|: 4.04 eV Å⁻¹
* gap between HOMO and LUMO (spin up / spin down): 0.42456 / 0.11588 Ha



# 9
Computed, not measured: a 2-piece molecular cluster, C4H12S2 overall, with wB97M-V/def2-TZVPD.

Last column: Löwdin charge in e.
Positions of all 18 atoms, in Å:
C  -0.058  -0.369  -2.947  -0.3373
S  -1.161  0.145  -1.594  0.7327
S  -1.977  -1.675  -1.070  0.6576
H  0.888  0.141  -2.836  0.0651
H  -0.620  -0.068  -3.839  0.0612
H  -0.038  -1.451  -3.025  0.0438
H  -1.813  -1.526  0.204  -0.1989
C  0.008  -0.672  1.924  -0.1267
C  0.934  0.311  1.216  -0.3327
C  0.376  1.711  0.999  -0.1210
H  0.158  -0.759  2.997  0.0838
H  0.166  -1.688  1.532  0.0701
H  -1.041  -0.488  1.680  0.0425
H  1.343  -0.156  0.304  0.0890
H  1.908  0.330  1.720  0.1107
H  1.208  2.352  0.688  0.0805
H  -0.274  1.737  0.122  -0.0072
H  -0.007  2.126  1.925  0.0869

Results
* spin multiplicity: 2
* <S²>: 0.75
* E_HOMO (spin up / spin down): -0.5387 / -0.5383 Eh
* net charge: +1
* max |F|: 2.26 eV Å⁻¹
* gap between HOMO and LUMO (spin up / spin down): 0.34970 / 0.22902 Ha



# 10
Computed, not measured: an isolated molecule of C4H12S3Si, with wB97M-V/def2-TZVPD.

Last column: Löwdin charge in e.
Positions of all 20 atoms, in Å:
C  1.996  -2.224  -0.417  -0.4190
S  1.967  -0.386  -0.625  0.5108
Si  -0.047  -0.068  0.161  -0.1996
C  0.165  -0.518  2.014  -0.2825
S  -1.567  -1.478  -0.480  0.5052
C  -2.985  -0.219  -0.748  -0.4501
S  -0.693  1.856  -0.600  0.5545
C  0.870  2.788  -0.759  -0.4854
H  1.276  -2.342  0.446  0.0088
H  3.054  -2.324  -0.180  0.0212
H  1.694  -2.526  -1.373  -0.0026
H  -0.732  -0.062  2.380  -0.0100
H  0.370  -1.582  2.341  0.0527
H  0.920  0.234  2.465  0.0549
H  -3.851  -0.870  -0.574  0.0163
H  -2.906  0.239  -1.811  0.0605
H  -2.827  0.469  0.065  -0.0394
H  0.518  3.894  -0.713  0.0575
H  1.273  2.599  -1.733  0.0087
H  1.503  2.520  0.141  0.0373

Results
* structure (SMILES): CS[Si](C)(SC)SC
* E_HOMO: -0.3207 Eh
* net charge: 0
* max |F|: 3.21 eV Å⁻¹
* gap between HOMO and LUMO: 0.34040 Ha



Copy entry 2 word for word.
Computed, not measured: a 2-piece molecular cluster, C4H12S overall, with wB97M-V/def2-TZVPD.

Last column: Löwdin charge in e.
Positions of all 17 atoms, in Å:
C  0.307  -1.335  -1.525  -0.4022
S  0.510  -2.362  -0.028  0.7131
C  -0.971  -2.394  1.137  -0.3809
H  1.101  -1.793  -2.198  0.0599
H  -0.703  -1.549  -1.874  0.0324
H  0.380  -0.333  -1.356  -0.0552
H  -0.750  -2.571  2.110  -0.0180
H  -1.784  -3.082  0.764  0.0501
H  -1.618  -1.584  1.185  -0.0063
C  0.580  2.400  -0.561  -0.1407
C  0.284  1.860  0.901  -0.1677
H  -0.424  2.689  -0.938  0.0729
H  1.142  3.279  -0.518  0.0339
H  1.030  1.581  -1.082  0.0264
H  1.102  1.123  1.208  0.0718
H  -0.682  1.387  1.152  0.0536
H  0.497  2.685  1.623  0.0570

Results
* structure (SMILES): CSC.CC
* E_HOMO: -0.3115 Eh
* net charge: 0
* max |F|: 4.92 eV Å⁻¹
* gap between HOMO and LUMO: 0.34702 Ha



What did the tenth record say?
Computed, not measured: an isolated molecule of C4H12S3Si, with wB97M-V/def2-TZVPD.

Last column: Löwdin charge in e.
Positions of all 20 atoms, in Å:
C  1.996  -2.224  -0.417  -0.4190
S  1.967  -0.386  -0.625  0.5108
Si  -0.047  -0.068  0.161  -0.1996
C  0.165  -0.518  2.014  -0.2825
S  -1.567  -1.478  -0.480  0.5052
C  -2.985  -0.219  -0.748  -0.4501
S  -0.693  1.856  -0.600  0.5545
C  0.870  2.788  -0.759  -0.4854
H  1.276  -2.342  0.446  0.0088
H  3.054  -2.324  -0.180  0.0212
H  1.694  -2.526  -1.373  -0.0026
H  -0.732  -0.062  2.380  -0.0100
H  0.370  -1.582  2.341  0.0527
H  0.920  0.234  2.465  0.0549
H  -3.851  -0.870  -0.574  0.0163
H  -2.906  0.239  -1.811  0.0605
H  -2.827  0.469  0.065  -0.0394
H  0.518  3.894  -0.713  0.0575
H  1.273  2.599  -1.733  0.0087
H  1.503  2.520  0.141  0.0373

Results
* structure (SMILES): CS[Si](C)(SC)SC
* E_HOMO: -0.3207 Eh
* net charge: 0
* max |F|: 3.21 eV Å⁻¹
* gap between HOMO and LUMO: 0.34040 Ha



> Among the records above, which one has the lowest max |F|?

number 3